{"formula": "C2F3IOS", "method": "ωB97M-V/def2-TZVPD", "elements": ["O", "C", "S", "I", "C", "F", "F", "F"], "coordinates": [[0.44653, 1.31851, -0.94359], [0.25383, 0.43402, -0.16393], [1.69945, -0.66621, 0.94883], [3.63662, 0.17648, 0.04491], [-1.23007, -0.15887, 0.05925], [-2.18774, 0.73552, -0.02540], [-1.27470, -0.94253, 1.09459], [-1.34391, -0.89690, -1.01466]], "forces_ev_per_angstrom": [[0.1814, -1.8963, 1.7550], [0.6356, 0.7739, 0.2348], [-2.6870, 1.1102, -1.1350], [0.6321, 0.3996, -0.3931], [2.4040, 0.6656, -1.3761], [-0.1667, 0.5279, 1.0871], [-0.5861, -0.0716, 1.3709], [-0.4133, -1.5094, -1.5436]], "lowdin_charge": [0.08, -0.43, 0.09, 0.42, -0.70, 0.20, 0.17, 0.17], "e_above_lowest_kcal_mol": 0.0, "smiles": "O=C(SI)C(F)(F)F", "lumo_ev": -0.54, "orbital_gap_ev": 8.69, "e_homo_ha": -0.3389}



{"formula": "C2F3MnNO5S2", "method": "ωB97M-V/def2-TZVPD", "elements": ["O", "C", "O", "Mn", "N", "S", "O", "O", "S", "O", "C", "F", "F", "F"], "coordinates": [[1.21835, -0.78306, 2.55917], [2.18533, -1.52885, 2.78648], [2.42248, -2.52485, 3.41243], [2.22352, 0.89645, 1.80723], [5.99417, -1.56313, 2.22663], [4.75259, -1.30878, 1.23981], [4.20984, -2.60150, 0.72139], [3.46303, -0.53901, 2.25398], [5.90407, -2.83473, 3.29132], [6.35821, -2.34495, 4.64477], [7.42855, -3.73078, 2.67332], [7.23338, -4.16568, 1.43249], [8.51535, -2.97172, 2.69684], [7.63830, -4.78490, 3.46209]], "forces_ev_per_angstrom": [[-0.6761, -0.0279, -0.4463], [1.0623, -0.3244, 1.9543], [0.0414, 1.5059, -1.6421], [-0.5098, 0.6171, -0.2327], [-0.8483, -0.0939, -0.1791], [1.2557, -1.2663, -0.3471], [-0.2070, 1.5710, 0.7622], [0.0150, -2.5191, 0.3135], [0.3472, 0.9622, 1.2841], [-0.4290, -0.6224, -1.4113], [-0.6806, 0.7543, 0.1964], [0.0674, -0.2316, -0.4054], [0.3895, 0.1150, -0.0385], [0.1723, -0.4399, 0.1922]], "lowdin_charge": [-0.15, -0.63, 0.11, 0.77, -0.55, 0.74, -0.52, -0.64, 0.87, -0.53, -0.79, 0.10, 0.11, 0.09], "e_above_lowest_kcal_mol": 27.0, "total_charge": -1, "lumo_ev": [2.76, 2.51], "orbital_gap_ev": [7.19, 7.82], "multiplicity": 7, "e_homo_ha": [-0.1626, -0.1952]}



{"formula": "C2F3N", "method": "ωB97M-V/def2-TZVPD", "elements": ["C", "C", "N", "F", "F", "F"], "coordinates": [[2.05719, 0.04910, -0.48547], [-0.45231, -0.00448, -0.14640], [-1.47709, 0.64949, 0.06577], [2.52152, 0.21728, 0.63496], [-0.29380, -1.28542, -0.08574], [-2.72476, 0.00284, 0.35312]], "forces_ev_per_angstrom": [[-1.6644, 0.1376, -0.6535], [1.0865, 0.2374, 0.1882], [-0.5559, 1.9214, -0.0943], [0.1782, 0.1448, 0.7552], [-0.1066, -1.9019, -0.0155], [1.0621, -0.5394, -0.1801]], "lowdin_charge": [0.21, -0.29, 0.04, 0.10, 0.05, -0.11], "e_above_lowest_kcal_mol": 195.3, "lumo_ev": [-1.45, -1.77], "orbital_gap_ev": [8.77, 7.78], "e_homo_ha": [-0.3756, -0.3510]}



{"formula": "C2F3NO5PbS2", "method": "ωB97M-V/def2-TZVPD", "elements": ["N", "S", "O", "S", "O", "C", "F", "F", "F", "O", "C", "O", "O", "Pb"], "coordinates": [[-1.56987, -0.64539, 0.44490], [-1.18916, -1.18268, -0.95873], [-1.48216, -2.61052, -1.06549], [-1.14878, 1.01743, 0.66408], [-0.38613, 1.07330, 1.93932], [-2.90357, 1.49126, 1.16037], [-3.73410, 1.26832, 0.15784], [-3.29487, 0.82595, 2.22717], [-2.88221, 2.78619, 1.43641], [3.45731, -1.42349, 1.04916], [3.34298, -1.11863, -0.17810], [2.25839, -0.55555, -0.48321], [4.34693, -1.09300, -0.95407], [3.99459, -0.09711, -2.69405]], "forces_ev_per_angstrom": [[0.3056, 0.0176, -1.2073], [-0.8534, -1.4654, 1.4895], [0.4720, 1.6098, -0.2537], [0.6876, -0.0090, 1.7063], [-0.7200, -0.0071, -1.6035], [0.2729, -0.1902, 0.3237], [-0.2254, -0.0980, -0.4133], [0.0359, -0.0933, 0.0038], [0.0657, 0.2362, -0.0298], [0.1570, -0.8281, 0.2109], [-2.4582, 2.6398, 1.2043], [0.6718, -0.8396, -0.6926], [2.3412, -1.5910, -0.1091], [-0.7528, 0.6182, -0.6292]], "lowdin_charge": [-0.49, 0.88, -0.45, 0.89, -0.46, -0.80, 0.13, 0.16, 0.14, 0.35, -0.87, 0.00, -0.26, 1.78], "total_charge": 1, "lumo_ev": [-7.40, -7.73], "orbital_gap_ev": [5.08, 4.75], "multiplicity": 2, "e_homo_ha": [-0.4586, -0.4586]}



{"formula": "C2F4I2", "method": "ωB97M-V/def2-TZVPD", "elements": ["C", "C", "F", "F", "F", "F", "I", "I"], "coordinates": [[1.16319, -0.13208, 0.43562], [-1.25111, 0.07244, -0.70460], [1.15849, -0.71628, 1.61197], [1.40203, 1.23287, 0.68950], [2.14853, -0.56587, -0.33198], [-1.11009, 0.02907, -1.95765], [-1.97450, -1.82349, 0.04347], [-1.53654, 1.90334, 0.21367]], "forces_ev_per_angstrom": [[-0.0649, 2.6666, -0.0821], [1.2248, -1.3794, 3.5651], [-0.1287, -0.5207, -0.1301], [-0.2342, -1.8577, -0.5416], [-0.3009, -0.2321, 0.1375], [0.1779, 0.3555, -2.5518], [-0.0025, 0.9960, -0.1729], [-0.6716, -0.0282, -0.2241]], "lowdin_charge": [-0.48, -1.33, 0.11, -0.06, 0.12, -0.07, 0.77, 0.93], "e_above_lowest_kcal_mol": 26.9, "lumo_ev": [-1.03, -1.08], "orbital_gap_ev": [8.66, 7.34], "e_homo_ha": [-0.3560, -0.3092]}



{"formula": "C2F6InNO4S2", "method": "ωB97M-V/def2-TZVPD", "elements": ["In", "C", "F", "F", "F", "S", "O", "O", "N", "S", "O", "O", "C", "F", "F", "F"], "coordinates": [[-0.58983, -2.34458, 1.66175], [0.51333, -0.66807, -2.09076], [0.14221, 0.05698, -3.16718], [0.85671, -1.90143, -2.49843], [1.53946, -0.12573, -1.41233], [-1.06012, -0.90722, -1.00345], [-2.10822, -0.01554, -1.43135], [-1.41694, -2.28122, -1.20883], [-0.32695, -0.75788, 0.52894], [-0.48911, 0.76139, 0.78874], [-0.14327, 1.56927, -0.41531], [-1.73872, 1.09107, 1.50734], [0.96596, 1.29280, 2.00028], [2.11058, 0.69990, 1.58027], [1.13926, 2.61650, 1.94669], [0.60559, 0.91375, 3.21368]], "forces_ev_per_angstrom": [[-0.8779, -2.7083, 1.2327], [2.3508, 0.1405, -2.9154], [0.4446, -0.9762, 2.4630], [-0.6670, 1.4486, 0.9560], [-1.5966, -0.5561, -0.7970], [-3.2644, -0.7629, -5.6826], [1.8236, -0.1767, 1.6260], [0.9187, -1.0356, 2.1586], [0.6741, -0.6765, -2.2295], [-0.5959, 10.4029, 3.4265], [-0.9594, -2.5888, 1.8372], [2.4971, -1.5860, -1.6322], [1.4992, 1.1213, -0.2559], [-1.6408, 0.1627, 0.5638], [-0.8497, -1.9711, -0.1762], [0.2436, -0.2378, -0.5749]], "lowdin_charge": [1.65, -0.54, 0.22, 0.19, 0.18, 0.68, -0.11, -0.22, -0.46, 0.67, -0.11, -0.15, -0.57, 0.16, 0.22, 0.18], "e_above_lowest_kcal_mol": 0.0, "total_charge": 2, "lumo_ev": -15.86, "orbital_gap_ev": 4.39, "e_homo_ha": -0.7440}